Record 1
Computed, not measured: a structure of composition C20H36FeN2O4 in a non-equilibrium geometry, with wB97M-V/def2-TZVPD.

## Properties
Max |F|, Eh/bohr: 0.0785
2S+1: 5
Net charge: +2
HOMO (spin up / spin down), eV: -14.27 / -14.48
Gap between HOMO and LUMO (spin up / spin down), Ha: 0.3396 / 0.3355

Geometry (Å):
Fe: 0.356 -0.515 -0.013
C: 4.093 0.994 -2.599
N: 3.841 1.508 -1.189
C: 4.684 2.630 -0.774
C: 2.842 1.021 -0.483
O: 2.083 0.047 -0.955
C: 2.481 1.687 0.858
O: 1.446 0.868 1.465
C: 0.774 1.266 2.672
C: -0.366 0.193 2.830
O: -0.659 -0.623 1.908
N: -0.962 0.193 4.084
C: -2.131 -0.703 4.207
C: -0.554 0.823 5.307
H: 5.085 1.281 -2.902
H: 3.341 1.355 -3.349
H: 4.104 -0.124 -2.485
H: 5.015 2.543 0.249
H: 4.080 3.562 -0.908
H: 5.476 2.757 -1.531
H: 2.105 2.693 0.714
H: 3.302 1.688 1.562
H: 0.402 2.331 2.685
H: 1.486 1.100 3.543
H: -2.132 -1.466 3.437
H: -3.064 -0.149 4.196
H: -2.078 -1.139 5.238
H: -0.830 1.916 5.252
H: 0.499 0.737 5.521
H: -1.129 0.399 6.143
C: -1.949 -3.556 -1.314
C: -1.657 -2.058 -1.309
C: -2.355 -1.208 -0.385
C: -3.457 -1.806 0.454
C: -2.177 0.190 -0.423
C: -3.006 1.161 0.341
C: -1.161 0.703 -1.327
C: -0.928 2.181 -1.434
C: -0.577 -0.112 -2.389
C: 0.150 0.408 -3.586
C: -0.815 -1.522 -2.279
C: -0.262 -2.467 -3.320
H: -2.485 -3.817 -0.381
H: -1.033 -4.184 -1.319
H: -2.641 -3.680 -2.174
H: -4.095 -0.960 0.854
H: -3.049 -2.270 1.361
H: -4.050 -2.582 -0.062
H: -2.434 2.073 0.492
H: -3.208 0.806 1.362
H: -3.984 1.391 -0.193
H: -1.659 2.599 -2.199
H: 0.079 2.381 -1.794
H: -0.963 2.696 -0.457
H: 1.068 -0.255 -3.740
H: 0.536 1.437 -3.473
H: -0.354 0.282 -4.541
H: -0.835 -3.397 -3.262
H: 0.782 -2.791 -3.206
H: -0.405 -2.078 -4.335
O: 0.838 -2.627 -0.037
H: 0.795 -3.062 -0.926
H: 1.699 -2.746 0.321

Atom charges from the Mulliken analysis, given in e for atoms 1 to 2: 1.76, -0.77

---

Record 2
Computed, not measured: a cluster of 10 separate species, C20H36N10O23S in total in a non-equilibrium geometry, with wB97M-V/def2-TZVPD.

## Properties
Max |F|, Eh/bohr: 0.0248
Energy relative to the best compared isomer or geometry (same formula, charge and spin), kcal/mol: 0.0
HOMO, eV: -10.32
Gap between HOMO and LUMO, Ha: 0.3533
SMILES string: O=CCN1C(=O)c2ccc(C[SH](=O)=O)cc2C1=O.C[N+](=O)[O-].C[N+](=O)[O-].C[N+](=O)[O-].C[N+](=O)[O-].C[N+](=O)[O-].C[N+](=O)[O-].C[N+](=O)[O-].C[N+](=O)[O-].C[N+](=O)[O-]

Geometry (Å):
O: 1.618 -4.780 2.261
C: 1.002 -4.870 3.279
C: 1.089 -3.823 4.381
N: 0.928 -2.471 3.853
C: 0.735 -1.457 4.892
O: 1.585 -0.756 5.311
C: -0.734 -1.451 5.170
C: -1.464 -0.995 6.254
C: -2.848 -1.173 6.213
C: -3.490 -1.772 5.134
C: -4.977 -1.950 5.171
S: -5.847 -0.921 3.981
O: -6.943 -0.316 4.684
O: -4.935 -0.053 3.298
C: -2.740 -2.194 4.029
C: -1.372 -2.018 4.085
C: -0.301 -2.350 3.093
O: -0.411 -2.405 1.911
H: 0.356 -5.748 3.436
H: 0.338 -4.069 5.138
H: 2.078 -3.956 4.814
H: -0.967 -0.522 7.086
H: -3.440 -0.837 7.051
H: -5.224 -2.988 4.951
H: -5.381 -1.713 6.145
H: -6.377 -1.800 3.092
H: -3.199 -2.634 3.154
C: -8.882 -2.287 0.656
N: -9.067 -2.855 2.020
O: -8.143 -3.487 2.505
O: -10.128 -2.650 2.558
H: -7.892 -2.551 0.305
H: -9.653 -2.713 0.021
H: -9.000 -1.210 0.736
C: 2.417 -1.710 0.706
N: 3.338 -0.567 0.455
O: 3.428 -0.144 -0.686
O: 3.944 -0.122 1.402
H: 1.964 -2.005 -0.233
H: 3.008 -2.518 1.126
H: 1.667 -1.381 1.413
C: 1.600 -1.398 -3.422
N: 0.676 -2.564 -3.412
O: -0.427 -2.427 -3.903
O: 1.086 -3.587 -2.902
H: 1.095 -0.563 -3.894
H: 1.847 -1.169 -2.389
H: 2.487 -1.682 -3.974
C: 3.810 3.028 -0.597
N: 3.450 4.205 -1.433
O: 4.123 5.210 -1.330
O: 2.496 4.084 -2.174
H: 4.671 3.284 0.008
H: 2.950 2.796 0.024
H: 4.032 2.204 -1.265
C: 3.044 7.660 -3.049
N: 3.067 8.629 -4.179
O: 4.115 8.779 -4.779
O: 2.034 9.210 -4.432
H: 4.027 7.224 -2.943
H: 2.761 8.210 -2.157
H: 2.305 6.901 -3.283
C: -1.491 0.544 0.881
N: -1.246 1.360 2.104
O: -0.899 0.769 3.112
O: -1.394 2.556 2.016
H: -1.313 -0.497 1.119
H: -2.519 0.705 0.576
H: -0.801 0.902 0.121
C: -3.848 -2.012 -2.501
N: -3.667 -1.173 -1.284
O: -3.328 -1.728 -0.258
O: -3.866 0.017 -1.403
H: -3.633 -3.041 -2.242
H: -4.876 -1.890 -2.828
H: -3.158 -1.644 -3.254
C: 5.139 7.494 -7.416
N: 6.120 6.908 -8.372
O: 7.124 7.544 -8.616
O: 5.845 5.825 -8.845
H: 5.512 8.452 -7.078
H: 4.198 7.604 -7.945
H: 5.038 6.801 -6.588
C: 5.077 -4.335 -2.461
N: 5.156 -3.354 -3.578
O: 6.203 -3.242 -4.169
O: 4.139 -2.729 -3.817
H: 6.043 -4.816 -2.361
H: 4.814 -3.783 -1.564
H: 4.300 -5.050 -2.713

Atom charges from the Mulliken analysis, given in e for atoms 1 to 2: -0.40, -0.13

---

Copy entry 1 word for word.
Computed, not measured: a structure of composition C20H36FeN2O4 in a non-equilibrium geometry, with wB97M-V/def2-TZVPD.

## Properties
Max |F|, Eh/bohr: 0.0785
2S+1: 5
Net charge: +2
HOMO (spin up / spin down), eV: -14.27 / -14.48
Gap between HOMO and LUMO (spin up / spin down), Ha: 0.3396 / 0.3355

Geometry (Å):
Fe: 0.356 -0.515 -0.013
C: 4.093 0.994 -2.599
N: 3.841 1.508 -1.189
C: 4.684 2.630 -0.774
C: 2.842 1.021 -0.483
O: 2.083 0.047 -0.955
C: 2.481 1.687 0.858
O: 1.446 0.868 1.465
C: 0.774 1.266 2.672
C: -0.366 0.193 2.830
O: -0.659 -0.623 1.908
N: -0.962 0.193 4.084
C: -2.131 -0.703 4.207
C: -0.554 0.823 5.307
H: 5.085 1.281 -2.902
H: 3.341 1.355 -3.349
H: 4.104 -0.124 -2.485
H: 5.015 2.543 0.249
H: 4.080 3.562 -0.908
H: 5.476 2.757 -1.531
H: 2.105 2.693 0.714
H: 3.302 1.688 1.562
H: 0.402 2.331 2.685
H: 1.486 1.100 3.543
H: -2.132 -1.466 3.437
H: -3.064 -0.149 4.196
H: -2.078 -1.139 5.238
H: -0.830 1.916 5.252
H: 0.499 0.737 5.521
H: -1.129 0.399 6.143
C: -1.949 -3.556 -1.314
C: -1.657 -2.058 -1.309
C: -2.355 -1.208 -0.385
C: -3.457 -1.806 0.454
C: -2.177 0.190 -0.423
C: -3.006 1.161 0.341
C: -1.161 0.703 -1.327
C: -0.928 2.181 -1.434
C: -0.577 -0.112 -2.389
C: 0.150 0.408 -3.586
C: -0.815 -1.522 -2.279
C: -0.262 -2.467 -3.320
H: -2.485 -3.817 -0.381
H: -1.033 -4.184 -1.319
H: -2.641 -3.680 -2.174
H: -4.095 -0.960 0.854
H: -3.049 -2.270 1.361
H: -4.050 -2.582 -0.062
H: -2.434 2.073 0.492
H: -3.208 0.806 1.362
H: -3.984 1.391 -0.193
H: -1.659 2.599 -2.199
H: 0.079 2.381 -1.794
H: -0.963 2.696 -0.457
H: 1.068 -0.255 -3.740
H: 0.536 1.437 -3.473
H: -0.354 0.282 -4.541
H: -0.835 -3.397 -3.262
H: 0.782 -2.791 -3.206
H: -0.405 -2.078 -4.335
O: 0.838 -2.627 -0.037
H: 0.795 -3.062 -0.926
H: 1.699 -2.746 0.321

Atom charges from the Mulliken analysis, given in e for atoms 1 to 2: 1.76, -0.77

---

Which of these has the highest max |F|?
C20H36FeN2O4